Computed, not measured: 7 unconnected molecules or ions with the total composition C44H57BBrN10O2, with ωB97M-V/def2-TZVPD.

The total energy comes out at -5007.37581 hartree. The HOMO energy is -10.974 eV. The charge is +1. The energy above the lowest of the compared OMol25 structures with the same formula, charge and spin is 414.40 kJ/mol. The value obtained for the HOMO-LUMO gap is 7.0 eV.

Bonds (Å) are listed after each position.
Positions of all 115 atoms, in Å:
1 C -0.762 -5.674 -0.347  C2 1.597, H23 1.132, H24 1.145, H25 1.148
2 C -1.013 -4.142 0.030  C1 1.597, N3 1.509, H26 1.143, H27 1.149
3 N -0.409 -3.150 -0.934  C2 1.509, N4 1.410, H28 1.036
4 N 0.918 -2.856 -0.559  N3 1.410, N5 1.324, C17 1.376
5 N 1.790 -3.763 -0.967  N4 1.324, C6 1.391
6 C 3.064 -3.388 -0.555  N5 1.391, C7 1.613, C11 1.501
7 C 4.191 -4.420 -1.072  C6 1.613, C8 1.583, H29 1.160, H30 1.139
8 C 5.641 -4.180 -0.483  C7 1.583, C9 1.610, H31 1.150, H32 1.134
9 C 6.526 -3.249 -1.454  C8 1.610, O10 1.448, H33 1.143, H34 1.146
10 O 6.046 -1.883 -1.503  C9 1.448, H35 0.982
11 C 3.527 -2.218 0.263  C6 1.501, C12 1.527, H36 1.126
12 C 2.432 -1.241 0.686  C11 1.527, C13 1.578, C17 1.521
13 C 2.599 0.072 1.546  C12 1.578, Br14 2.013, C15 1.622, H37 1.134
14 Br 4.546 0.529 1.781  C13 2.013
15 C 2.015 -0.070 3.052  C13 1.622, C16 1.597, H38 1.145, H39 1.145
16 C 2.257 -1.513 3.692  C15 1.597, H40 1.143, H41 1.146, H42 1.141
17 C 1.080 -1.692 0.156  N4 1.376, C12 1.521, B18 1.635
18 B -0.216 -0.743 0.459  C17 1.635, O19 1.442, N20 1.482
19 O -0.890 -0.971 1.713  B18 1.442, H43 0.978
20 N -0.773 0.291 -0.444  B18 1.482, C21 1.490, C22 1.486
21 C -1.809 -0.233 -1.378  N20 1.490, H44 1.149, H45 1.140, H46 1.133
22 C 0.262 1.114 -1.124  N20 1.486, H47 1.149, H48 1.151, H49 1.134
23 H 0.213 -5.875 -0.886  C1 1.132
24 H -1.679 -6.088 -0.892  C1 1.145
25 H -0.708 -6.257 0.640  C1 1.148
26 H -2.116 -3.879 0.171  C2 1.143
27 H -0.500 -3.953 1.040  C2 1.149
28 H -0.360 -3.629 -1.852  N3 1.036
29 H 3.842 -5.507 -0.864  C7 1.160
30 H 4.233 -4.308 -2.205  C7 1.139
31 H 6.184 -5.193 -0.491  C8 1.150
32 H 5.692 -3.812 0.587  C8 1.134
33 H 7.604 -3.218 -1.077  C9 1.143
34 H 6.539 -3.638 -2.532  C9 1.146
35 H 6.773 -1.309 -1.831  O10 0.982
36 H 4.585 -2.000 0.582  C11 1.126
37 H 2.109 0.950 1.024  C13 1.134
38 H 2.516 0.712 3.721  C15 1.145
39 H 0.896 0.170 3.047  C15 1.145
40 H 1.310 -2.153 3.718  C16 1.143
41 H 2.562 -1.383 4.789  C16 1.146
42 H 3.095 -2.109 3.199  C16 1.141
43 H -1.294 -0.140 2.034  O19 0.978
44 H -2.460 0.653 -1.714  C21 1.149
45 H -1.316 -0.631 -2.326  C21 1.140
46 H -2.451 -1.051 -0.929  C21 1.133
47 H 0.065 1.062 -2.255  C22 1.149
48 H 0.203 2.233 -0.863  C22 1.151
49 H 1.337 0.804 -0.935  C22 1.134
50 N 0.489 3.745 3.263  C51 1.342, C55 1.341
51 C 0.294 5.010 3.664  N50 1.342, C52 1.386, H56 1.085
52 C -0.578 5.891 3.043  C51 1.386, C53 1.387, H57 1.083
53 C -1.289 5.442 1.941  C52 1.387, C54 1.388, H58 1.085
54 C -1.106 4.138 1.504  C53 1.388, C55 1.385, H59 1.083
55 C -0.213 3.336 2.196  N50 1.341, C54 1.385, H60 1.087
56 H 0.876 5.315 4.528  C51 1.085
57 H -0.697 6.902 3.412  C52 1.083
58 H -1.981 6.103 1.427  C53 1.085
59 H -1.644 3.754 0.646  C54 1.083
60 H -0.037 2.306 1.894  C55 1.087
61 N 1.312 -7.942 3.595  C62 1.342, C66 1.342
62 C 0.498 -8.622 4.417  N61 1.342, C63 1.386, H67 1.085
63 C -0.396 -8.020 5.288  C62 1.386, C64 1.387, H68 1.082
64 C -0.452 -6.635 5.317  C63 1.387, C65 1.387, H69 1.084
65 C 0.380 -5.907 4.479  C64 1.387, C66 1.385, H70 1.083
66 C 1.237 -6.604 3.642  N61 1.342, C65 1.385, H71 1.086
67 H 0.580 -9.702 4.360  C62 1.085
68 H -1.032 -8.619 5.927  C63 1.082
69 H -1.138 -6.127 5.986  C64 1.084
70 H 0.364 -4.825 4.476  C65 1.083
71 H 1.905 -6.079 2.966  C66 1.086
72 N -3.334 7.909 1.022  C73 1.342, C77 1.342
73 C -4.226 8.503 1.829  N72 1.342, C74 1.385, H78 1.085
74 C -5.167 9.422 1.396  C73 1.385, C75 1.387, H79 1.083
75 C -5.189 9.753 0.049  C74 1.387, C76 1.387, H80 1.084
76 C -4.277 9.155 -0.808  C75 1.387, C77 1.385, H81 1.083
77 C -3.377 8.245 -0.277  N72 1.342, C76 1.385, H82 1.086
78 H -4.168 8.214 2.874  C73 1.085
79 H -5.865 9.868 2.093  C74 1.083
80 H -5.910 10.469 -0.329  C75 1.084
81 H -4.265 9.390 -1.865  C76 1.083
82 H -2.646 7.748 -0.908  C77 1.086
83 N -1.450 6.769 -3.271  C84 1.342, C88 1.344
84 C -0.326 6.544 -3.970  N83 1.342, C85 1.385, H89 1.085
85 C -0.241 6.646 -5.349  C84 1.385, C86 1.387, H90 1.083
86 C -1.383 6.998 -6.053  C85 1.387, C87 1.387, H91 1.084
87 C -2.558 7.235 -5.357  C86 1.387, C88 1.386, H92 1.083
88 C -2.541 7.111 -3.977  N83 1.344, C87 1.386, H93 1.085
89 H 0.539 6.268 -3.376  C84 1.085
90 H 0.695 6.454 -5.859  C85 1.083
91 H -1.356 7.087 -7.133  C86 1.084
92 H -3.469 7.512 -5.874  C87 1.083
93 H -3.435 7.290 -3.389  C88 1.085
94 N -6.232 6.354 -4.514  C95 1.341, C99 1.341
95 C -5.474 5.338 -4.076  N94 1.341, C96 1.385, H100 1.084
96 C -5.959 4.064 -3.830  C95 1.385, C97 1.387, H101 1.083
97 C -7.308 3.823 -4.045  C96 1.387, C98 1.387, H102 1.084
98 C -8.115 4.856 -4.497  C97 1.387, C99 1.386, H103 1.083
99 C -7.532 6.094 -4.717  N94 1.341, C98 1.386, H104 1.085
100 H -4.428 5.578 -3.919  C95 1.084
101 H -5.299 3.281 -3.478  C96 1.083
102 H -7.726 2.839 -3.863  C97 1.084
103 H -9.171 4.704 -4.676  C98 1.083
104 H -8.121 6.933 -5.073  C99 1.085
105 N 4.076 -7.948 0.128  C106 1.343, C110 1.343
106 C 3.655 -8.269 1.362  N105 1.343, C107 1.385, H111 1.083
107 C 4.341 -9.120 2.214  C106 1.385, C108 1.387, H112 1.082
108 C 5.530 -9.677 1.767  C107 1.387, C109 1.388, H113 1.084
109 C 5.987 -9.364 0.495  C108 1.388, C110 1.385, H114 1.083
110 C 5.230 -8.500 -0.279  N105 1.343, C109 1.385, H115 1.086
111 H 2.721 -7.812 1.665  C106 1.083
112 H 3.954 -9.340 3.200  C107 1.082
113 H 6.095 -10.349 2.403  C108 1.084
114 H 6.910 -9.781 0.113  C109 1.083
115 H 5.548 -8.222 -1.279  C110 1.086